(1)
The following is a DFT calculation (ωB97M-V with the def2-TZVPD basis set) of a molecular structure, C32H27ClF3FeN9O6PS in a non-equilibrium geometry.

Each line ends with the Löwdin spin population.
Positions of all 81 atoms, in Å:
Fe: 0.569 -0.178 0.081  0.00
C: -6.144 -0.606 -0.760  -0.17
N: -3.726 -0.584 -0.775  0.01
C: -4.529 0.776 0.801  -0.01
C: -3.407 1.515 0.284  -0.01
N: -2.491 1.136 -0.769  0.00
C: -2.679 -0.137 -1.351  -0.01
P: -1.794 -1.011 -2.663  0.00
C: -0.345 0.068 -2.836  0.00
N: 0.401 0.559 -1.858  0.00
C: 1.299 1.410 -2.437  0.00
C: 1.085 1.436 -3.784  0.00
N: 0.045 0.586 -4.027  0.00
C: -0.561 0.339 -5.327  0.00
C: -1.046 -2.237 -1.553  0.00
N: 0.093 -2.042 -0.912  0.00
C: 0.377 -3.215 -0.267  0.00
C: -0.615 -4.117 -0.525  0.00
N: -1.511 -3.488 -1.351  0.00
C: -2.796 -4.012 -1.790  0.00
H: -5.841 -0.543 0.993  -0.01
H: -6.764 -2.692 0.769  0.02
H: -7.092 -0.470 -1.232  -0.01
H: -5.093 1.211 1.617  0.00
H: -3.147 2.475 0.706  0.00
H: 2.013 1.972 -1.857  0.00
H: 1.576 1.981 -4.571  0.00
H: 0.110 0.707 -6.098  0.00
H: -1.515 0.858 -5.411  0.00
H: -0.724 -0.726 -5.472  0.00
H: 1.274 -3.311 0.323  0.00
H: -0.755 -5.137 -0.212  0.00
H: -2.971 -4.962 -1.294  0.00
H: -2.809 -4.154 -2.870  0.00
H: -3.593 -3.324 -1.504  0.00
F: -1.083 1.775 4.793  0.00
C: -0.195 2.680 4.355  0.00
F: 1.004 2.346 4.859  0.00
F: -0.537 3.857 4.924  0.00
C: -0.168 2.791 2.857  0.00
C: -0.435 3.997 2.248  0.00
C: -0.410 4.098 0.856  0.00
C: -0.088 2.973 0.133  0.00
N: 0.205 1.808 0.715  0.00
C: 0.146 1.668 2.055  0.00
S: 0.486 0.085 2.587  0.00
H: -0.673 4.861 2.853  0.00
H: -0.633 5.029 0.358  0.00
H: -0.050 2.985 -0.947  0.00
Cl: -4.884 -0.599 0.084  -0.03
C: -4.736 -1.913 0.989  0.13
C: -6.019 -2.621 1.569  0.06
C: -5.858 -3.918 2.265  0.30
C: -4.645 -4.512 2.420  0.01
C: -3.485 -3.848 2.030  0.34
C: -3.497 -2.495 1.550  0.04
C: -2.346 -1.770 1.616  0.25
H: -6.464 -1.856 2.221  0.02
H: -6.768 -4.411 2.580  0.02
H: -4.569 -5.486 2.886  -0.01
H: -2.512 -4.282 2.219  0.02
H: -1.440 -2.219 2.002  0.01
H: -2.332 -0.694 1.504  0.01
O: 3.952 -1.782 1.535  0.00
C: 3.235 -0.878 1.143  0.00
O: 2.274 -0.986 0.300  0.00
C: 3.435 0.523 1.678  0.00
C: 2.966 1.606 0.957  0.00
C: 3.034 2.872 1.504  0.00
C: 3.570 3.109 2.754  0.00
C: 4.060 2.010 3.435  0.00
C: 4.002 0.726 2.928  0.00
N: 4.663 2.232 4.766  0.00
O: 5.044 1.257 5.377  0.00
O: 4.743 3.378 5.160  0.00
N: 2.474 3.999 0.741  0.00
O: 2.194 3.801 -0.430  0.00
O: 2.303 5.049 1.319  0.00
H: 2.531 1.459 -0.017  0.00
H: 3.608 4.100 3.176  0.00
H: 4.378 -0.116 3.491  0.00

Summary:
- Multiplicity: 2
- Relative energy (zero: lowest compared OMol25 entry of this formula, charge and spin): 2257.3 kJ/mol
- HOMO energy (spin up / spin down): -7.46 / -7.50 eV
- Lowest unoccupied orbital energy (spin up / spin down): -1.02 / -1.04 eV
- HOMO-LUMO gap (spin up / spin down): 0.2367 / 0.2374 Eh
- Total charge: 0


(2)
The following is a DFT calculation (ωB97M-V with the def2-TZVPD basis set) of a molecular structure, C32H27F5FeGeN3O3S in a non-equilibrium geometry.

Each line ends with the Löwdin spin population.
Positions of all 73 atoms, in Å:
Fe: 0.855 0.210 0.818  3.66
C: 2.907 4.228 2.479  0.00
N: 2.139 4.209 1.232  0.00
C: 1.913 5.339 0.522  0.00
C: 1.195 5.316 -0.618  0.00
C: 0.674 4.059 -1.041  0.00
N: 0.877 2.951 -0.320  0.01
C: 1.621 3.003 0.798  0.01
O: 1.876 1.985 1.488  0.04
N: 0.022 3.964 -2.198  0.00
H: 3.586 5.076 2.478  0.00
H: 3.467 3.302 2.556  0.00
H: 2.233 4.303 3.333  0.00
H: 2.349 6.249 0.909  0.00
H: 1.021 6.208 -1.199  0.00
H: -0.236 4.793 -2.704  0.00
H: -0.408 3.094 -2.473  0.00
O: 1.015 -1.837 8.480  0.00
C: 0.192 -2.399 7.575  0.00
O: -0.734 -3.070 7.927  0.00
C: 0.505 -2.144 6.132  0.01
C: 1.151 -0.998 5.680  0.00
C: 1.416 -0.832 4.331  0.01
C: 1.063 -1.831 3.422  0.03
S: 1.525 -1.717 1.730  0.14
C: 0.377 -2.960 3.868  0.01
C: 0.090 -3.103 5.212  0.00
H: 1.771 -1.408 8.066  0.00
H: 1.434 -0.210 6.369  0.00
H: 1.903 0.063 3.967  0.00
H: 0.075 -3.712 3.151  0.00
H: -0.448 -3.966 5.579  0.00
F: -3.491 0.504 -0.983  0.00
C: -2.228 0.889 -0.659  0.00
F: -2.106 2.180 -1.072  0.00
C: -2.152 0.889 0.871  0.00
F: -1.725 -0.331 1.297  0.02
F: -1.194 1.753 1.294  0.01
F: -3.277 1.178 1.479  0.00
C: -1.490 1.318 -6.161  0.00
C: -0.242 0.964 -5.667  0.00
C: -0.125 0.481 -4.372  0.00
C: -1.251 0.354 -3.557  0.00
C: -2.502 0.710 -4.064  0.00
C: -2.617 1.190 -5.360  0.00
Ge: -1.054 -0.450 -1.775  0.00
C: -2.073 -2.111 -1.530  0.00
C: -2.867 -2.570 -2.579  0.00
C: -3.551 -3.771 -2.467  0.00
C: -3.443 -4.526 -1.309  0.00
C: -2.657 -4.073 -0.258  0.00
C: -1.969 -2.875 -0.368  0.00
C: 0.886 -0.877 -1.506  0.01
C: 1.989 -0.004 -1.518  0.01
C: 3.286 -0.509 -1.490  0.00
C: 3.508 -1.875 -1.485  0.01
C: 2.429 -2.747 -1.527  0.00
C: 1.136 -2.256 -1.529  0.01
H: -1.584 1.671 -7.179  0.00
H: 0.638 1.052 -6.291  0.00
H: 0.848 0.184 -3.996  0.00
H: -3.392 0.610 -3.454  0.00
H: -3.590 1.453 -5.752  0.00
H: -2.939 -1.983 -3.487  0.00
H: -4.158 -4.119 -3.293  0.00
H: -3.969 -5.468 -1.224  0.00
H: -2.570 -4.659 0.648  0.00
H: -1.337 -2.549 0.449  0.00
H: 1.857 1.061 -1.618  0.00
H: 4.125 0.175 -1.495  0.00
H: 4.519 -2.260 -1.466  0.00
H: 2.596 -3.815 -1.551  0.00
H: 0.310 -2.955 -1.547  0.00

Summary:
- Multiplicity: 5
- Relative energy (zero: lowest compared OMol25 entry of this formula, charge and spin): 42.0 kJ/mol
- HOMO energy (spin up / spin down): -10.56 / -10.74 eV
- Lowest unoccupied orbital energy (spin up / spin down): -2.62 / -3.16 eV
- HOMO-LUMO gap (spin up / spin down): 0.2918 / 0.2785 Eh
- Total charge: +1


(3)
The following is a DFT calculation (ωB97M-V with the def2-TZVPD basis set) of a molecular structure, C32H27MnN3O8PS.

Each line ends with the Löwdin spin population.
Positions of all 73 atoms, in Å:
Mn: 1.069 0.104 -0.660  0.98
O: 2.806 -2.395 2.276  0.00
C: 2.330 -1.335 1.810  0.00
C: 2.412 -0.056 2.582  0.00
C: 3.486 0.078 3.445  0.00
C: 3.629 1.229 4.207  0.00
C: 2.678 2.232 4.111  0.00
C: 1.578 2.082 3.270  0.00
C: 1.428 0.936 2.499  0.00
P: 0.037 0.712 1.312  0.00
C: -0.936 -0.662 2.047  0.00
C: -2.044 -1.107 1.323  0.00
C: -2.825 -2.149 1.798  0.00
C: -2.508 -2.769 3.003  0.00
C: -1.409 -2.333 3.727  0.00
C: -0.630 -1.282 3.249  0.00
C: -1.112 2.106 1.583  0.00
C: -1.806 2.255 2.789  0.00
C: -2.669 3.324 2.972  0.00
C: -2.855 4.249 1.945  0.00
C: -2.188 4.097 0.740  0.00
C: -1.317 3.025 0.555  0.00
H: 4.205 -0.728 3.500  0.00
H: 4.480 1.339 4.868  0.00
H: 2.783 3.140 4.695  0.00
H: 0.838 2.872 3.212  0.00
H: -2.289 -0.652 0.371  0.00
H: -3.675 -2.491 1.219  0.00
H: -3.106 -3.596 3.368  0.00
H: -1.142 -2.817 4.658  0.00
H: 0.233 -0.962 3.825  0.00
H: -1.676 1.529 3.585  0.00
H: -3.204 3.432 3.908  0.00
H: -3.531 5.084 2.086  0.00
H: -2.338 4.801 -0.070  0.00
H: -0.817 2.908 -0.400  0.00
O: 0.688 -3.734 0.995  0.00
S: 1.833 -3.079 0.385  0.00
N: 1.710 -1.402 0.621  0.00
C: 1.935 3.345 -0.332  0.00
C: 1.068 2.996 -1.502  0.00
C: 0.610 3.868 -2.472  0.00
C: -0.129 3.088 -3.403  0.00
C: -0.075 1.783 -2.948  0.00
C: -0.675 0.579 -3.599  0.00
N: 0.651 1.714 -1.785  0.00
H: 2.112 4.424 -0.333  0.00
H: 2.899 2.841 -0.360  0.00
H: 1.485 3.109 0.642  0.00
H: 0.803 4.933 -2.502  0.00
H: -0.632 3.424 -4.302  0.00
H: -1.151 0.876 -4.537  0.00
H: -1.435 0.105 -2.978  0.00
H: 0.075 -0.182 -3.826  0.00
O: 4.351 -0.161 -2.376  0.00
N: 3.307 -0.057 -1.784  0.00
O: 3.205 0.534 -0.670  0.00
O: 2.224 -0.543 -2.230  -0.01
O: 1.023 -4.857 -3.245  0.00
C: -0.188 -4.320 -3.462  0.00
C: -0.980 -4.951 -4.427  0.00
C: -2.239 -4.470 -4.716  0.00
C: -2.751 -3.348 -4.059  0.00
C: -1.962 -2.721 -3.115  0.00
C: -0.684 -3.187 -2.801  0.00
C: 0.096 -2.452 -1.763  0.00
O: 1.235 -3.003 -1.437  0.00
O: -0.323 -1.412 -1.262  0.01
H: 1.465 -4.322 -2.558  0.00
H: -0.573 -5.818 -4.932  0.00
H: -2.836 -4.977 -5.468  0.00
H: -3.741 -2.974 -4.289  0.00
H: -2.318 -1.848 -2.584  0.00

Summary:
- Multiplicity: 2
- Relative energy (zero: lowest compared OMol25 entry of this formula, charge and spin): 0.0 kJ/mol
- HOMO energy (spin up / spin down): -4.14 / -4.13 eV
- Lowest unoccupied orbital energy (spin up / spin down): 2.51 / 2.50 eV
- HOMO-LUMO gap (spin up / spin down): 0.2444 / 0.2440 Eh
- Total charge: -1